No. 1
Here is C14H22N2S in the gas phase from the Open Molecules 2025 dataset. Energies are from the ωB97M-V functional and the def2-TZVPD basis.

As for the SMILES: S=C(NC1CCCCC1)N[C@@H]1C[C@@H]2C=C[C@H]1C2. The value obtained for the highest occupied orbital energy is -7.9 eV. Its LUMO energy is 0.65 eV. The frontier orbital gap comes out at 0.313 Eh.

The geometry in XYZ format:
```
39
C14H22N2S the ωB97M-V functional and the def2-TZVPD basis
S -1.4600 0.9164 -1.5752
C -0.2296 0.3136 -0.6451
N -0.0867 0.6404 0.6590
H 0.7020 0.2745 1.1738
C -0.9323 1.5605 1.3686
H -1.7478 1.8122 0.6863
C -0.1941 2.8265 1.8596
H -0.6169 3.7241 1.4126
H 0.8683 2.7909 1.6180
C -0.4408 2.8007 3.3853
C 0.3307 1.6139 3.9017
C -0.2955 0.5199 3.4863
C -1.4956 0.9596 2.6879
H -2.2736 0.2167 2.5356
C -1.8693 2.2460 3.4300
H -2.5917 2.8605 2.8966
H -2.2194 2.0587 4.4439
H -0.0063 -0.5068 3.6252
H 1.2541 1.6867 4.4473
H -0.2546 3.7475 3.8855
N 0.7032 -0.5222 -1.1478
H 1.3583 -0.9512 -0.5115
C 0.6501 -1.0681 -2.4878
C -0.2023 -2.3422 -2.5454
C 0.4701 -3.5033 -1.8203
C 1.8528 -3.7666 -2.4092
C 2.7253 -2.5196 -2.3021
C 2.0644 -1.3342 -3.0040
H 2.6717 -0.4356 -2.8767
H 1.9998 -1.5458 -4.0725
H 3.7008 -2.7078 -2.7552
H 2.8994 -2.2880 -1.2477
H 2.3300 -4.5998 -1.8888
H 1.7484 -4.0437 -3.4604
H -0.1491 -4.3977 -1.9109
H 0.5610 -3.2744 -0.7554
H -1.1791 -2.1306 -2.1072
H -0.3551 -2.6069 -3.5928
H 0.1700 -0.2994 -3.1040
```

Atomic partial charges in e from the natural (NBO) method, atoms 1 to 4: S -0.305; C 0.314; N -0.602; H 0.388

=====

No. 2
Here is 2 unconnected molecules or ions with the total composition C14H22N4O6 in a non-equilibrium geometry from the Open Molecules 2025 dataset. Energies are from the ωB97M-V functional and the def2-TZVPD basis.

As for the SMILES: C[C@H]1O[C@@H](n2ccc(=O)[nH]c2=O)C[C@@H]1O.CNC(=O)CNC(C)=O. The value obtained for the highest occupied orbital energy is -9.2 eV. Its LUMO energy is 0.39 eV. The frontier orbital gap comes out at 0.352 Eh.

The geometry in XYZ format:
```
46
C14H22N4O6 the ωB97M-V functional and the def2-TZVPD basis
O -3.0837 3.6776 0.1822
O 0.1471 0.7685 1.0115
O 3.7796 0.7726 -3.8917
O 1.3694 3.7211 -1.4493
O -2.3653 -2.4312 0.7837
O -0.2479 -3.5950 2.8448
C -2.7534 2.5276 0.3957
C -1.0474 0.9620 0.8529
C 3.4572 0.0688 -2.9443
C 2.0945 2.8794 -1.9703
C -3.7385 1.4713 0.4576
C -3.3317 0.1848 0.7164
N -1.4432 2.2464 0.6357
N 3.3844 3.1174 -2.2359
N 2.4396 0.3596 -2.1358
N -1.9674 -0.0776 0.9143
C 4.2444 -1.1798 -2.6251
C 4.0827 4.3628 -1.9244
C 1.5170 1.4935 -2.2981
C -3.8700 -3.7942 2.0662
C -1.5140 -1.4059 1.3053
C -1.5548 -1.5874 2.8114
C -2.4065 -3.5238 1.7135
C -1.5867 -3.0937 2.9391
H 0.2975 -3.2942 3.5929
H -4.7775 1.7283 0.2908
H -4.0620 -0.6228 0.7534
H -0.7437 2.9478 0.4292
H 3.8824 2.4004 -2.7507
H 2.2756 -0.2496 -1.3496
H 3.5954 -2.0472 -2.7287
H 5.0754 -1.2616 -3.3248
H 4.6282 -1.1197 -1.6082
H 4.1988 4.4592 -0.8438
H 5.0661 4.3712 -2.3958
H 3.5036 5.2131 -2.2895
H 1.1740 1.5167 -3.3328
H 0.6478 1.3343 -1.6608
H -4.3326 -2.9085 2.5121
H -4.4266 -4.0614 1.1627
H -3.9452 -4.6244 2.7749
H -0.4947 -1.5846 0.9395
H -2.4634 -1.1459 3.2306
H -0.6864 -1.1340 3.2975
H -1.9699 -4.4237 1.2668
H -2.0483 -3.4182 3.8792
```

Atomic partial charges in e from the natural (NBO) method, atoms 1 to 4: O -0.587; O -0.652; O -0.658; O -0.654

=====

No. 3
Here is a molecular structure, C14H23BN6V in a non-equilibrium geometry from the Open Molecules 2025 dataset. Energies are from the ωB97M-V functional and the def2-TZVPD basis.

The spin multiplicity is 2. The value obtained for the highest occupied orbital energy (spin up / spin down) is -14.0 / -14.0 eV. Its LUMO energy (spin up / spin down) is -10.54 / -9.50 eV. Its expectation value of S² is 1.1853. As for the total charge: +2. The frontier orbital gap (spin up / spin down) comes out at 0.126 / 0.165 Eh.

The geometry in XYZ format:
```
45
C14H23BN6V the ωB97M-V functional and the def2-TZVPD basis
H 1.0520 3.5661 0.4713
N 0.4920 1.8801 -0.7206
B -0.2356 0.3632 -2.8075
N 0.1731 1.7187 -2.1065
C 0.4975 2.8857 -2.7238
V 0.9292 0.3089 0.5255
H 0.4937 2.9491 -3.8098
C 0.8452 3.8471 -1.7738
H 1.0715 4.8954 -1.9419
C 0.8328 3.1899 -0.5310
H -0.1034 0.4844 -3.9980
C -2.6279 -3.1059 2.4849
H -2.1725 -3.5254 3.3843
H -1.8496 -2.7222 1.8196
H -3.1903 -3.8856 1.9699
N -1.8366 -0.0520 -2.7248
N 0.7543 -0.7470 -2.3046
N -2.1798 -0.1954 -1.4236
N 1.1331 -0.9805 -0.9345
C -2.9178 -0.3371 -3.5070
C 1.5319 -1.5549 -3.0563
H -2.9096 -0.2709 -4.5711
H 1.5052 -1.4721 -4.1353
C -3.9746 -0.7085 -2.7020
C 2.2909 -2.3989 -2.2493
C -3.4558 -0.6148 -1.3918
C 2.0364 -2.0207 -0.9286
H -4.9487 -1.0064 -2.9299
H 2.9364 -3.2104 -2.5623
H -3.9749 -0.8653 -0.4829
H 2.4255 -2.4121 0.0110
H -3.2887 -2.3146 2.7535
C -0.0504 0.4684 3.5225
C 1.3440 0.8918 2.9543
C 2.4160 1.3537 4.0055
C 2.0944 -0.2086 2.1355
H -0.0343 -0.5987 3.8127
H -0.8777 0.5870 2.7607
H -0.3873 1.0522 4.4356
H 1.0737 1.7864 2.3256
H 2.8075 0.4388 4.4953
H 3.2377 1.7603 3.3921
H 2.1118 2.1008 4.7679
H 3.1985 -0.0879 1.9458
H 1.7311 -1.2321 2.3435
```

Atomic partial charges in e from the natural (NBO) method, atoms 1 to 4: H 0.243; N -0.465; B 0.550; N -0.304

=====

No. 4
Here is a molecular structure, C14H23ClErN4O4P in a non-equilibrium geometry from the Open Molecules 2025 dataset. Energies are from the ωB97M-V functional and the def2-TZVPD basis.

The spin multiplicity is 4. The value obtained for the highest occupied orbital energy (spin up / spin down) is -14.6 / -14.6 eV. Its LUMO energy (spin up / spin down) is -8.01 / -7.94 eV. Its expectation value of S² is 3.7524. As for the total charge: +2. The frontier orbital gap (spin up / spin down) comes out at 0.243 / 0.246 Eh.

The geometry in XYZ format:
```
48
C14H23ClErN4O4P the ωB97M-V functional and the def2-TZVPD basis
Er 8.5522 6.6339 8.9352
O 10.7486 3.5608 7.5624
Cl 10.0463 4.7668 7.9599
O 9.4634 5.5702 6.8711
O 8.8128 4.3127 8.8462
O 10.7766 5.7593 8.8037
C 7.8594 10.2795 6.9859
P 8.2813 8.5134 6.7812
C 7.8725 8.1198 5.0300
C 6.8343 7.7199 7.5840
C 6.2249 8.4257 8.6599
C 5.5087 7.6622 9.6353
C 5.5556 6.2836 9.6716
C 6.1013 5.5928 8.5359
C 6.5307 6.2921 7.4012
H 7.9769 10.6291 8.0219
H 6.8159 10.4994 6.7216
H 8.5247 10.9008 6.3848
H 6.8404 8.4479 4.7883
H 7.9677 7.0240 4.8876
H 8.5340 8.6559 4.3858
H 6.1818 9.5236 8.7067
H 4.9764 8.2534 10.4045
H 5.2512 5.7293 10.5719
H 6.2115 4.5111 8.6565
H 6.5078 5.8320 6.4289
C 10.2539 5.8711 11.5574
N 10.6669 5.8645 12.9377
C 10.8626 7.2245 13.3769
N 9.6220 7.9855 13.2323
C 9.1963 7.9954 11.8451
N 8.9891 6.6235 11.3166
C 7.9682 5.9500 12.1736
N 8.3456 5.9710 13.5599
C 9.6210 5.1880 13.7164
C 8.5371 7.3353 14.0001
H 10.1905 4.8242 11.1639
H 11.0373 6.3901 10.9879
H 11.6323 7.7151 12.7925
H 11.0796 7.2348 14.4244
H 10.0255 8.4408 11.2889
H 8.3055 8.6213 11.7083
H 7.8818 4.9291 11.8152
H 7.0034 6.4412 12.0544
H 9.3622 4.1574 13.3746
H 9.9429 5.0969 14.7829
H 8.7846 7.3454 15.0900
H 7.5766 7.8544 13.8091
```

Atomic partial charges in e from the natural (NBO) method, atoms 1 to 4: Er 1.778; O -0.600; Cl 2.369; O -0.748

=====

No. 5
Here is a molecular structure, C14H23ClI2InN2O2P in a non-equilibrium geometry from the Open Molecules 2025 dataset. Energies are from the ωB97M-V functional and the def2-TZVPD basis.

The value obtained for the highest occupied orbital energy (spin up / spin down) is -14.3 / -14.4 eV. Its LUMO energy (spin up / spin down) is -7.77 / -10.44 eV. As for the total charge: +2. The frontier orbital gap (spin up / spin down) comes out at 0.239 / 0.144 Eh.

The geometry in XYZ format:
```
46
C14H23ClI2InN2O2P the ωB97M-V functional and the def2-TZVPD basis
I 2.0507 3.3448 -1.8646
I 3.2587 0.8392 0.3753
In 0.5665 0.9541 -0.2463
P 0.4189 -0.8572 -2.1119
C 1.2874 -2.4403 -2.1593
C -1.1688 -1.2407 -2.8984
H 0.7445 1.0681 -3.5399
H 1.2471 -0.4516 -4.3398
H 2.3036 0.3066 -3.1246
C 1.2647 0.1133 -3.4052
H -1.8004 -0.3452 -2.9107
H -0.9557 -1.5741 -3.9241
H 1.3286 -2.7591 -3.2094
H 0.7315 -3.1794 -1.5724
H -1.6692 -2.0491 -2.3498
H 2.3031 -2.3338 -1.7709
C 1.1237 -1.3200 1.0524
O 1.5798 -2.2695 1.4957
Cl -1.3039 2.0791 -1.1848
C -0.1715 1.4761 7.6902
C -1.4469 2.1763 7.2383
N -2.1327 1.4818 6.1249
C -3.4018 0.8269 6.4863
C -4.5370 1.8329 6.6898
C -1.5398 1.5479 4.8994
O -0.4562 2.1322 4.7422
C -2.1025 0.9013 3.6665
C -3.4508 0.7693 3.3571
C -3.7957 0.2510 2.1122
C -2.7797 0.0513 1.1454
N -1.4756 0.2414 1.4270
C -1.1426 0.6279 2.6616
H -0.3734 0.4280 7.9640
H 0.2516 2.0224 8.5413
H 0.5504 1.5315 6.8688
H -2.2121 2.1963 8.0252
H -1.2036 3.1931 6.8782
H -3.6431 0.0732 5.7264
H -3.2313 0.2943 7.4376
H -4.7129 2.4069 5.7663
H -5.4494 1.2751 6.9223
H -4.3347 2.4985 7.5460
H -4.1878 1.0344 4.1198
H -4.8236 0.0212 1.8564
H -3.0599 -0.1925 0.1278
H -0.0614 0.7566 2.8427
```

Atomic partial charges in e from the natural (NBO) method, atoms 1 to 4: I 0.116; I -0.159; In 0.922; P 0.925